Computed, not measured: a molecular structure, C28H29BrN5V, with wB97M-V/def2-TZVPD.

highest occupied orbital energy (spin up / spin down): -9.54 / -9.76 eV
⟨S²⟩: 3.7812
gap between HOMO and LUMO (spin up / spin down): 5.9 / 5.7 eV

```
! RIJCOSX wB97M-V def2-TZVPD def2/J DEFGRID3
* xyz 1 4
V 0.41512 0.65777 -0.31335
C -1.76072 2.55853 0.71657
N -1.50960 1.64563 -0.41436
C -1.49679 2.41307 -1.68262
C -2.49333 0.55802 -0.50198
C -3.82225 0.74934 -0.17378
C -4.71372 -0.31280 -0.24851
C -4.24741 -1.55662 -0.63927
C -2.91774 -1.75000 -0.98471
C -2.01352 -0.68500 -0.94999
N -0.64839 -0.73487 -1.21916
C 0.02053 -1.72643 -1.91824
C -0.53942 -2.72688 -2.72363
C 0.26127 -3.67208 -3.34429
C 1.64033 -3.65539 -3.20069
C 2.21887 -2.63777 -2.45783
C 1.42561 -1.68825 -1.83870
N 2.03425 -0.52735 -1.16679
C 3.06786 -0.91449 -0.18434
C 2.63913 0.35619 -2.19351
H -2.65660 3.16233 0.55741
H -1.87899 1.97339 1.62678
H -0.90942 3.23100 0.82027
H -2.48131 2.84620 -1.87542
H -0.76140 3.21622 -1.61379
H -1.24585 1.74280 -2.50580
H -4.17323 1.71956 0.15136
H -5.75297 -0.17051 0.01195
H -4.92433 -2.40068 -0.66689
H -2.57743 -2.74280 -1.23361
H -1.60440 -2.75409 -2.89241
H -0.20595 -4.43168 -3.95750
H 2.25629 -4.40461 -3.67715
H 3.29743 -2.58284 -2.37480
H 3.93493 -1.36116 -0.67536
H 3.39457 -0.02489 0.35536
H 2.64775 -1.62985 0.51916
H 3.35449 -0.19525 -2.80672
H 1.85610 0.73616 -2.85488
H 3.14643 1.18639 -1.70454
Br -2.63688 -4.16239 4.25258
C -1.62640 -2.78772 3.45570
C -0.93298 -3.04222 2.28126
C -0.20442 -2.02774 1.68487
C -0.15934 -0.77221 2.27724
C -0.85678 -0.52116 3.45187
C -1.59469 -1.53415 4.04493
N 0.56008 0.27897 1.62353
C 1.29039 1.07975 2.35096
C 1.88814 2.21416 1.68762
C 2.66678 3.15860 2.35715
C 3.16545 4.23388 1.65522
C 2.87870 4.34417 0.29548
C 2.11179 3.36810 -0.30149
N 1.61651 2.31345 0.36488
H -0.96773 -4.02487 1.83222
H 0.32007 -2.21149 0.75637
H -0.85054 0.46930 3.88974
H -2.15016 -1.34496 4.95255
H 1.45456 0.89812 3.40815
H 2.86201 3.03503 3.41388
H 3.76804 4.98215 2.15158
H 3.24602 5.17271 -0.29239
H 1.87523 3.41420 -1.35815
*
```

---

Computed, not measured: a molecular structure, C28H29CaN3Si at a distorted geometry, with wB97M-V/def2-TZVPD.

highest occupied orbital energy: -4.64 eV
gap between HOMO and LUMO: 4.2 eV

```
! RIJCOSX wB97M-V def2-TZVPD def2/J DEFGRID3
* xyz 0 1
C 0.99277 -1.44783 2.61808
C 1.90282 -0.85238 1.71117
C 2.22951 0.43917 2.18865
H 2.37588 -1.33979 0.86121
C 1.56772 0.63497 3.42458
C 0.80365 -0.54042 3.69684
H 0.23577 -0.75278 4.60438
H 0.59035 -2.45586 2.55588
H 2.94570 1.11830 1.72566
H 1.69029 1.50466 4.07800
Ca -0.60676 0.65693 1.76809
C 1.10016 0.19194 -5.08450
H 0.89849 1.13612 -4.57298
H 2.16006 0.13261 -5.34727
H 0.84051 -0.64841 -4.43540
Si 0.85367 -0.57760 -1.60453
C 0.64346 -2.40337 -1.84228
C 1.16268 -3.33524 -0.91377
H 1.66744 -2.98331 -0.01760
C 1.02504 -4.70796 -1.12704
H 1.45260 -5.41351 -0.41093
C 0.33413 -5.18279 -2.24856
H 0.24180 -6.25953 -2.41989
C -0.21234 -4.26743 -3.16153
H -0.75154 -4.64427 -4.03382
C -0.07762 -2.89062 -2.95804
H -0.52810 -2.18268 -3.65353
C 2.65138 -0.14946 -1.69343
C 3.62956 -1.07839 -2.11354
H 3.31660 -2.04199 -2.51047
C 4.98951 -0.77350 -2.00425
H 5.73133 -1.50974 -2.31587
C 5.40550 0.46643 -1.50335
H 6.47248 0.69618 -1.42119
C 4.44167 1.41168 -1.12675
H 4.76992 2.38826 -0.75966
C 3.08127 1.11306 -1.21861
H 2.34129 1.85528 -0.91310
H -0.08801 0.28452 -2.41204
H 0.48891 0.13340 -5.99193
N -3.94182 2.68063 1.77593
C -3.70404 2.01100 0.58249
C -4.59325 2.21330 -0.49139
C -4.37637 1.50649 -1.67255
C -3.35110 0.55402 -1.71978
C -2.54695 0.37778 -0.60093
N -2.65609 1.16104 0.49838
C -3.33660 2.56330 3.02383
C -3.99218 3.14902 4.12363
C -3.36931 3.13982 5.36546
C -2.11431 2.52806 5.47631
C -1.55397 1.92378 4.36482
N -2.14383 1.94276 3.13976
H -4.77344 3.26047 1.76045
H -5.42928 2.90374 -0.35200
H -5.00623 1.68378 -2.54255
H -3.14899 -0.03062 -2.61613
H -1.78701 -0.42173 -0.57693
H -4.96670 3.60619 3.95272
H -3.82926 3.60041 6.23703
H -1.55982 2.50683 6.41490
H -0.58900 1.41528 4.43983
*
```

---

Computed, not measured: a molecular structure, C28H29FNOTi at a distorted geometry, with wB97M-V/def2-TZVPD.

highest occupied orbital energy: -10.94 eV
gap between HOMO and LUMO: 7.3 eV

```
! RIJCOSX wB97M-V def2-TZVPD def2/J DEFGRID3
* xyz 1 1
C -1.89498 0.87894 -1.36792
C -0.80066 0.97990 -2.25995
C -0.21738 -0.30194 -2.41766
H -0.50364 1.86820 -2.80527
C -1.01605 -1.24425 -1.67316
C -2.03673 -0.49693 -1.01208
H -0.89140 -2.32635 -1.64226
C 0.78150 2.33521 1.08372
C 0.80105 2.66782 -0.30169
C 1.63691 1.73197 -0.98437
H 0.27421 3.47770 -0.79948
C 2.16635 0.80757 -0.01134
C 1.65506 1.21230 1.28456
H 0.72850 -0.50437 -2.91715
H -2.77085 -0.89932 -0.32594
H -2.55419 1.68812 -1.07643
H 1.89385 0.71695 2.23494
H 1.99459 1.75405 -2.01823
H 0.30366 2.92625 1.87791
Ti -0.02774 0.17666 -0.08747
C 3.08818 -0.35658 -0.34206
C 3.93778 -0.78693 0.85780
C 4.08028 -0.09536 -1.48632
H 4.60409 0.04870 1.15329
H 4.53014 -1.63568 0.48700
H 3.32253 -1.13582 1.70131
H 4.79724 0.69592 -1.24115
H 3.60709 0.13047 -2.44624
H 4.64868 -1.03094 -1.56599
C 2.18044 -1.50828 -0.83113
C 1.76383 -2.61300 0.10874
H 2.59897 -1.89554 -1.73435
H 1.16752 -1.09231 -1.18100
O 0.86797 -2.26524 0.93092
N 2.36510 -3.87183 0.10851
C 2.11613 -4.83853 -1.04023
H 2.28457 -4.36000 1.01483
C 1.97310 -4.21054 -2.40010
C 0.76617 -4.27080 -3.11897
H -0.09142 -4.79474 -2.68235
C 0.67491 -3.65289 -4.36979
H -0.22604 -3.76132 -4.97004
C 1.72970 -2.84762 -4.82164
H 1.63288 -2.29027 -5.75725
C 2.87603 -2.68687 -4.03115
H 3.63725 -1.94465 -4.28059
C 3.06752 -3.50773 -2.89775
H 3.98822 -3.48304 -2.29814
H 1.13765 -5.34032 -0.88840
H 2.90449 -5.60993 -0.95423
F -3.94973 -0.73751 4.62746
C -2.95906 -0.35019 3.75490
C -1.90916 -1.23779 3.54565
C -1.00379 -0.89607 2.54963
C -1.19352 0.20326 1.72089
C -2.19231 1.13508 2.00775
C -3.14523 0.82049 2.99923
H -1.79174 -2.19430 4.07158
H -0.15881 -1.55318 2.43101
H -2.24004 2.07304 1.45342
H -4.02896 1.44500 3.15079
*
```

---

Computed, not measured: a molecular structure, C28H29FeN4O, with wB97M-V/def2-TZVPD.

highest occupied orbital energy (spin up / spin down): -10.45 / -10.52 eV
⟨S²⟩: 6.0156
gap between HOMO and LUMO (spin up / spin down): 8.0 / 7.8 eV

```
! RIJCOSX wB97M-V def2-TZVPD def2/J DEFGRID3
* xyz 1 5
Fe -0.89376 1.56793 0.86762
C 2.28902 -3.35616 -2.65433
C 1.58966 -4.04684 -1.51560
C 1.75706 -5.40685 -1.28017
C 1.11944 -6.04722 -0.22737
C 0.27451 -5.32549 0.60159
C 0.07314 -3.97211 0.37679
C 0.73952 -3.33728 -0.66425
N 0.55650 -1.94590 -0.92941
C 0.27702 -0.97033 -0.01707
N 0.72991 -1.19345 1.22603
C 0.47355 -0.51865 2.46311
C -0.29211 0.64211 2.52211
C -0.47133 1.19978 3.80016
C 0.07530 0.63700 4.94048
C 0.83219 -0.52106 4.82256
C 1.04514 -1.12270 3.59201
C 1.86842 -2.38273 3.49276
N -0.34216 0.12904 -0.38748
C -0.95928 0.17290 -1.68563
C -2.16201 -0.49464 -1.89683
C -2.80191 -0.41684 -3.12299
C -2.23586 0.33437 -4.14485
C -1.03297 0.98894 -3.93241
C -0.36892 0.91940 -2.70751
C 0.96065 1.60074 -2.51941
H 2.99540 -4.02612 -3.14056
H 2.83304 -2.47535 -2.30827
H 1.58354 -3.02326 -3.42206
H 2.41267 -5.97119 -1.93295
H 1.27775 -7.10397 -0.05959
H -0.24329 -5.81383 1.41637
H -0.61063 -3.41520 1.00571
H 0.35794 -1.69467 -1.88568
H 1.28392 -2.03155 1.30398
H -1.06038 2.10571 3.91043
H -0.07911 1.08716 5.91258
H 1.26684 -0.97558 5.70536
H 2.18111 -2.71405 4.48065
H 2.77666 -2.23272 2.90071
H 1.31187 -3.20961 3.04035
H -2.59131 -1.07173 -1.08571
H -3.73574 -0.94043 -3.27860
H -2.72518 0.40147 -5.10752
H -0.58433 1.55811 -4.73817
H 1.32873 1.98592 -3.46918
H 1.71187 0.92360 -2.10951
H 0.89103 2.44414 -1.83083
O -2.78566 2.49218 0.58426
C -2.88422 3.90159 0.36267
C -1.48838 4.44172 0.23828
C -1.25061 5.74347 -0.17938
C 0.05240 6.20051 -0.20241
C 1.08179 5.35440 0.19099
C 0.76234 4.06946 0.57209
N -0.50183 3.61836 0.58644
H -3.65425 2.11593 0.75759
H -3.38051 4.37246 1.21425
H -3.46084 4.11274 -0.53845
H -2.07550 6.37984 -0.47269
H 0.26735 7.21228 -0.52094
H 2.11222 5.67982 0.19699
H 1.52258 3.36445 0.88283
*
```

---

Computed, not measured: a molecular structure, C28H29N9O6OsS3, with wB97M-V/def2-TZVPD.

highest occupied orbital energy: -7.51 eV
gap between HOMO and LUMO: 4.2 eV

```
! RIJCOSX wB97M-V def2-TZVPD def2/J DEFGRID3
* xyz 0 1
Os 0.52553 -0.75320 1.53054
O 3.35961 8.35823 3.60541
S 3.27199 7.95970 2.21455
O 1.96449 7.49561 1.79259
O 3.95865 8.81404 1.27164
C 4.27647 6.44440 2.20193
N 5.59389 6.53338 2.47480
C 6.28208 5.41064 2.50341
C 5.71096 4.15881 2.26621
C 4.36160 4.17749 1.98496
N 3.65233 5.29811 1.95269
C 3.54484 2.96471 1.71326
C 4.05154 1.66330 1.72224
C 3.21150 0.60396 1.49339
N 1.89425 0.77054 1.23428
C 1.41428 2.03689 1.17197
C 2.19035 3.13743 1.42270
H 7.34043 5.49645 2.72956
H 6.30501 3.25646 2.30382
H 5.09331 1.46471 1.92893
H 3.57086 -0.41486 1.50308
H 0.36782 2.13542 0.91176
H 1.78456 4.14200 1.39168
O -2.30328 -2.90130 -7.14134
S -1.77168 -1.54933 -7.16647
O -0.41210 -1.43902 -6.66519
O -2.05456 -0.77570 -8.34920
C -2.77348 -0.76311 -5.86797
N -4.09472 -0.61064 -6.06828
C -4.80423 -0.14419 -5.06109
C -4.25547 0.15668 -3.81308
C -2.89310 -0.02195 -3.71426
N -2.15720 -0.45691 -4.73114
C -2.10762 0.11302 -2.45256
C -2.67386 0.19483 -1.18113
C -1.86714 0.08082 -0.07226
N -0.53359 -0.07924 -0.17128
C 0.02897 -0.02595 -1.38851
C -0.72158 0.05714 -2.53844
H -5.86830 -0.02000 -5.23615
H -4.87560 0.50195 -2.99729
H -3.74420 0.25817 -1.04124
H -2.28277 0.06309 0.92681
H 1.10530 -0.13317 -1.42830
H -0.25522 0.02983 -3.51496
C -1.14246 -2.74626 4.61260
C -0.92075 -1.28600 4.22150
C -0.06475 -0.56754 5.26203
C -2.25488 -0.56840 4.01956
N -0.20304 -1.30351 2.95049
H -1.65074 -2.78494 5.57603
H -0.19210 -3.27342 4.69817
H -1.76433 -3.25530 3.87375
H -0.57242 -0.57912 6.22650
H 0.10478 0.47067 4.97303
H 0.90205 -1.05965 5.36881
H -2.80897 -0.55252 4.95812
H -2.86318 -1.08229 3.27205
H -2.09498 0.46321 3.70049
C -2.93188 -4.65453 -0.17672
C -1.70484 -4.13749 -0.84609
C -1.49474 -4.10225 -2.19928
C -0.28454 -3.59412 -2.68655
N 0.65739 -3.11268 -1.84359
C 0.43567 -3.14563 -0.55801
S 1.63229 -2.52921 0.59494
N -0.71324 -3.66351 -0.05917
C 0.00644 -3.55071 -4.13349
H -3.67033 -4.95189 -0.91556
H -3.36788 -3.88746 0.46597
H -2.69030 -5.51998 0.44309
H -2.25300 -4.46356 -2.87917
H -0.81965 -3.66203 0.94878
H -0.81538 -3.92984 -4.73468
H 0.91066 -4.13178 -4.33162
H 0.21811 -2.52753 -4.45409
*
```

---

Computed, not measured: a molecular structure, C28H30As2IN2O10Pt at a distorted geometry, with wB97M-V/def2-TZVPD.

highest occupied orbital energy: -10.55 eV
gap between HOMO and LUMO: 5.9 eV

```
! RIJCOSX wB97M-V def2-TZVPD def2/J DEFGRID3
* xyz 1 1
Pt 1.17642 -0.21263 0.48001
C 1.91234 4.55851 0.82363
C 2.35335 3.67074 1.93519
N 2.88881 4.23048 2.97332
C 3.26720 3.53112 4.03817
C 3.12949 2.16697 4.11498
C 3.44089 1.49377 5.43553
O 4.19219 0.30259 5.35778
C 2.57890 1.48023 2.99180
C 2.42898 0.07232 3.09398
N 1.72715 -0.75766 2.37662
C 1.50203 -2.04636 2.90058
C 1.67577 -2.33725 4.26282
C 1.44890 -3.60360 4.76467
C 0.99129 -4.61864 3.93965
C 0.77893 -4.35310 2.60087
C 1.03646 -3.08989 2.09648
I 0.85685 -2.72998 0.00997
C 2.17137 2.23543 1.85212
O 1.71217 1.73981 0.76713
H 2.12167 5.58925 1.09193
H 0.84332 4.43684 0.66146
H 2.43724 4.31044 -0.09634
H 3.67322 4.11179 4.85382
H 2.48962 1.21535 5.90413
H 3.93207 2.22194 6.08821
H 5.12547 0.50916 5.25757
H 2.96594 -0.33954 3.94531
H 1.98774 -1.57230 4.95511
H 1.63775 -3.79168 5.80971
H 0.79958 -5.60382 4.33359
H 0.42243 -5.12527 1.93607
C -3.68545 2.51937 0.91055
O -3.18548 1.81367 -0.22241
C -2.01219 1.23099 -0.12387
O -1.28454 1.27781 0.85502
C -1.61823 0.49105 -1.34065
C -2.43174 -0.35395 -1.97992
As -2.21663 -1.34756 -3.69085
C -2.45973 -3.11286 -2.83501
C -0.25651 -1.15102 -3.75862
C 0.01607 0.20138 -3.50351
As 0.31560 0.73904 -1.64858
C 0.73865 2.64142 -1.77945
C -0.73847 1.16099 -4.28584
O -1.12276 2.24337 -3.88033
O -1.03287 0.68442 -5.50668
C -1.88162 1.50288 -6.30654
C 0.60656 -2.19766 -3.33160
O 1.41639 -1.96287 -2.41996
O 0.49000 -3.44580 -3.80283
C 0.09063 -3.61610 -5.15119
C -3.88920 -0.49801 -1.69181
O -4.64404 -0.33268 -2.62038
O -4.36391 -0.82041 -0.49462
C -3.57417 -1.41115 0.52207
H -4.76800 2.50928 0.81116
H -3.31518 3.54486 0.90938
H -3.36888 2.02641 1.83042
H -3.46827 -3.13991 -2.42168
H -1.73036 -3.28193 -2.04215
H -2.37797 -3.91247 -3.56965
H 0.48662 3.05719 -2.75107
H 1.81645 2.71472 -1.61075
H 0.21543 3.19450 -1.00214
H -1.88677 1.05201 -7.29591
H -1.50092 2.52429 -6.34652
H -2.89096 1.51354 -5.88703
H -0.00514 -4.68892 -5.30100
H 0.86289 -3.22489 -5.81844
H -0.86217 -3.11903 -5.37562
H -4.16577 -1.33140 1.43223
H -2.61199 -0.92032 0.67038
H -3.41088 -2.46926 0.29956
*
```

---

Computed, not measured: a molecular structure, C28H30AsCl3F6N3O9PS2Tl, with wB97M-V/def2-TZVPD.

highest occupied orbital energy: -6.10 eV
gap between HOMO and LUMO: 8.4 eV

```
! RIJCOSX wB97M-V def2-TZVPD def2/J DEFGRID3
* xyz -1 1
Tl -0.50121 -0.90226 0.03743
N -0.37028 -1.47442 2.38350
C -1.53709 -1.31916 3.26887
C -2.13724 0.09060 3.19404
C -2.82843 0.29787 1.84569
O -4.04544 0.10378 1.76472
O -2.05722 0.62164 0.86981
H -0.09948 -2.45347 2.31021
H 0.43298 -0.97490 2.74813
H -1.24815 -1.53698 4.30080
H -2.28906 -2.04398 2.96123
H -1.34584 0.83546 3.31302
H -2.87720 0.20987 3.98252
F 4.90179 -2.22261 2.90281
C 3.96233 -3.05099 2.43103
F 4.50784 -4.25937 2.28428
F 2.99153 -3.13345 3.34802
S 3.28416 -2.39941 0.81640
O 2.18793 -1.56694 1.26020
O 4.40748 -1.78148 0.19439
N 2.80117 -3.71113 0.08945
S 1.24510 -4.00947 0.22470
O 0.81283 -4.31445 1.56402
O 0.38191 -3.14233 -0.56002
C 1.22426 -5.59999 -0.70655
F 1.82611 -5.45805 -1.88047
F 1.86004 -6.53458 0.00805
F -0.03037 -5.98903 -0.89758
C -5.03920 -2.59486 0.45043
As -3.51780 -2.17522 -0.66913
C -3.95250 -0.49790 -1.49903
C -3.61870 -3.63776 -1.91240
O -2.18685 -2.27305 0.35372
H -5.94148 -2.62065 -0.16094
H -5.12261 -1.82679 1.21523
H -4.87187 -3.56827 0.90626
H -4.74917 -0.67182 -2.22241
H -3.06737 -0.10710 -1.99270
H -4.27989 0.16426 -0.70132
H -4.56055 -3.57683 -2.45754
H -3.58774 -4.55293 -1.32143
H -2.77234 -3.62324 -2.59358
Cl 1.98777 -1.22763 -2.97218
C 0.51258 -1.26640 -3.94698
Cl 0.92591 -1.97475 -5.52019
Cl -0.07545 0.39048 -4.21948
C -0.64186 -2.11335 -3.23036
O -0.81800 -3.23975 -3.67112
O -1.25089 -1.51412 -2.29121
N 0.57304 0.52300 -0.84359
P 0.82905 1.98010 -0.39917
C -0.27673 3.22022 -1.15442
C -1.65225 3.01435 -1.01212
C -2.54973 3.88183 -1.61650
C -2.08384 4.95272 -2.37114
C -0.72010 5.15768 -2.51649
C 0.18456 4.29287 -1.91158
C 0.82898 2.37773 1.38057
C 1.51876 1.48224 2.20074
C 1.62031 1.71622 3.56402
C 1.03005 2.84666 4.11670
C 0.34323 3.73804 3.30417
C 0.24441 3.50832 1.93659
C 2.49783 2.46023 -0.94820
C 2.83509 2.12840 -2.26262
C 4.11450 2.36680 -2.73628
C 5.06938 2.93872 -1.90299
C 4.73894 3.27470 -0.59940
C 3.45624 3.03495 -0.11958
H -1.99889 2.16950 -0.42450
H -3.61466 3.71716 -1.50188
H -2.78543 5.62686 -2.84804
H -0.35877 5.99225 -3.10539
H 1.24938 4.45159 -2.02983
H 1.98440 0.61179 1.74625
H 2.16342 1.02089 4.19401
H 1.10866 3.03547 5.18056
H -0.11687 4.61921 3.73485
H -0.29341 4.20536 1.30466
H 2.08815 1.66073 -2.89454
H 4.37454 2.09359 -3.75212
H 6.07399 3.11270 -2.26937
H 5.48158 3.72039 0.05172
H 3.20980 3.29360 0.90257
*
```